1.
The molecule C23H28N6O2 in a non-equilibrium geometry, computed with ωB97M-V/def2-TZVPD.

Computed properties:
DFT total energy   -37341.4619 eV
Energy above the lowest of the compared OMol25 structures with the same formula, charge and spin   34.7 kcal per mole
SMILES   CCN(CC)CCNc1nc2cc(OC)c(OC)cc2c2nc(-c3ccccc3)nn12
E_LUMO   0.70 eV
Frontier orbital gap   0.3038 Eh
E_HOMO   -7.57 eV
Molecular weight   420.5 Da

Geometry (Å):
H (-6.969394, 0.716777, 0.762638)
C (1.654719, -1.956176, -1.890224)
C (6.083131, 0.646648, 0.765909)
O (3.811667, 3.699246, -0.385338)
H (2.711826, -1.983497, -2.143285)
C (-2.397812, 1.234757, 0.623057)
H (0.229358, -5.020707, 0.396152)
C (1.733950, 2.537932, 0.099635)
H (1.939779, -3.228082, -0.203082)
C (0.074160, -3.410822, 1.837012)
O (5.234398, 1.694125, 0.366978)
H (-2.627309, -1.944016, -2.495471)
H (-1.222916, -1.060605, -1.887731)
H (2.482588, 5.244072, 0.006238)
H (1.147787, -3.233366, 1.890483)
C (-0.316859, -4.068092, 0.500641)
C (3.893708, 1.507483, 0.462714)
C (3.103828, 2.620193, 0.044680)
C (-1.882352, -1.904673, -1.704061)
C (1.887091, 0.264129, 0.980571)
H (-1.385549, -4.295083, 0.541321)
H (7.096092, 1.014422, 0.610421)
C (3.286029, 0.360908, 0.917451)
N (-1.309155, 1.986438, 0.331617)
H (1.083876, -1.897119, -2.812961)
H (3.852793, -0.496272, 1.238772)
N (1.339459, -0.900680, 1.430627)
C (-5.262592, 3.443132, -0.273444)
H (1.490376, -4.101784, -1.686480)
H (3.845420, 5.564981, -1.096338)
C (-3.753506, 1.707406, 0.421895)
N (-0.770231, 0.012406, 1.116329)
N (-0.078848, -3.168687, -0.608597)
H (2.451901, 4.609000, -1.662140)
C (1.292776, -3.196307, -1.081481)
C (-6.341318, 2.627261, 0.028866)
H (-0.598694, -3.363595, -2.634225)
N (-0.563566, -2.125250, 1.973172)
C (0.051770, -1.023275, 1.485316)
H (1.464562, -1.061677, -1.304751)
C (-3.972621, 2.988440, -0.079301)
H (5.944970, 0.397906, 1.823071)
H (-5.430895, 4.437437, -0.661226)
H (-0.230199, -4.054144, 2.666537)
C (1.116057, 1.369824, 0.565406)
H (-4.657527, -0.099724, 1.113384)
H (-3.119124, 3.607442, -0.307702)
H (-7.349292, 2.985120, -0.123497)
C (-1.081330, -3.205424, -1.664281)
H (-1.566376, -2.110074, 1.828904)
N (-2.110163, 0.030738, 1.100660)
H (5.925413, -0.251285, 0.159590)
C (-4.840439, 0.890094, 0.724512)
C (3.093893, 4.833406, -0.804001)
H (1.094965, 3.349974, -0.204562)
C (-0.290309, 1.209354, 0.642996)
C (-6.127318, 1.351688, 0.527424)
H (-2.391006, -1.738038, -0.757538)
H (-1.771642, -4.044269, -1.513276)

Forces on the atoms, in the same order (eV/Å):
H -0.048 -0.045 0.018
C -0.017 -0.247 0.163
C 0.154 -0.218 0.084
O 0.103 -0.375 0.142
H 0.109 0.035 -0.093
C 0.923 -0.576 0.246
H -0.097 -0.015 0.010
C 0.307 0.150 -0.055
H 0.041 -0.065 -0.024
C 0.076 -0.288 -0.195
O -0.457 0.226 -0.080
H -0.138 0.060 -0.115
H 0.080 0.135 0.000
H 0.008 -0.025 -0.026
H -0.050 -0.144 0.075
C 0.140 0.176 0.215
C 0.111 0.015 -0.010
C -0.097 0.148 -0.058
C 0.032 -0.349 -0.125
C -0.325 0.723 -0.276
H 0.031 -0.045 -0.021
H -0.060 -0.070 0.027
C 0.250 0.182 -0.076
N 0.292 0.321 -0.131
H -0.049 0.031 -0.130
H 0.117 -0.079 0.031
N -0.292 -0.483 0.144
C -0.099 0.061 -0.024
H 0.007 0.029 0.112
H -0.092 -0.019 0.008
C -0.622 0.144 -0.060
N 0.458 0.995 -0.399
N 0.011 -0.188 0.031
H 0.009 -0.001 0.036
C 0.085 0.135 -0.102
C -0.051 0.037 -0.016
H -0.011 -0.081 0.029
N -0.548 0.140 0.085
C 0.357 -0.164 0.221
H -0.023 0.131 0.039
C 0.126 -0.161 0.065
H -0.008 0.006 -0.046
H -0.001 0.064 -0.026
H 0.131 0.022 -0.031
C 0.497 -0.458 0.170
H -0.012 -0.094 0.038
H 0.058 0.068 -0.027
H -0.068 0.025 -0.011
C -0.221 0.304 -0.066
H 0.079 0.042 0.032
N -0.882 -0.280 0.169
H -0.007 0.033 0.028
C 0.149 0.065 -0.026
C -0.123 0.168 -0.064
H 0.010 0.165 -0.067
C -0.339 -0.356 0.114
C -0.099 -0.037 0.008
H -0.039 0.033 0.074
H 0.124 -0.006 -0.035

Here are the natural (NBO) charges for atoms 1 to 2, given in e: number 1, H, carries 0.21; number 2, C, carries -0.61

=====

2.
The molecule C3H4Br2N2 in a non-equilibrium geometry, computed with ωB97M-V/def2-TZVPD.

Computed properties:
DFT total energy   -146237.0375 eV
Energy above the lowest of the compared OMol25 structures with the same formula, charge and spin   67.5 kcal per mole
SMILES   BrN1C=CCN1Br
E_LUMO   -0.42 eV
Frontier orbital gap   0.2916 Eh
E_HOMO   -8.35 eV
Molecular weight   227.9 Da

Geometry (Å):
N (-0.809950, 0.076428, -0.688515)
C (0.873238, -0.633214, 0.601519)
H (0.113434, -1.660199, -1.074176)
H (-0.152726, 0.516511, 2.349163)
C (0.021588, 0.141898, 1.300831)
Br (-1.883192, 0.577024, -2.114174)
N (-0.989501, 0.689953, 0.495368)
Br (-0.535543, 2.742086, 0.545708)
C (0.400520, -0.716891, -0.795038)
H (1.655401, -1.241063, 0.874799)
H (1.306731, -0.492532, -1.495487)

Forces on the atoms, in the same order (eV/Å):
N -0.345 0.666 -0.733
C -2.394 1.032 0.457
H -0.744 -2.588 -0.585
H 1.085 -0.897 -1.146
C 0.344 0.175 1.361
Br 0.513 -0.233 0.615
N -0.768 -0.401 -1.031
Br 0.211 0.332 -0.181
C 2.196 2.328 -0.485
H 1.643 -0.957 1.115
H -1.742 0.543 0.612

Here are the natural (NBO) charges for atoms 1 to 2, given in e: number 1, N, carries -0.30; number 2, C, carries -0.22

=====

3.
A cluster of 2 separate species, C3H8N2O in total in a non-equilibrium geometry, computed with ωB97M-V/def2-TZVPD.

Computed properties:
DFT total energy   -8266.8765 eV
Energy above the lowest of the compared OMol25 structures with the same formula, charge and spin   56.5 kcal per mole
SMILES   [H]/N=C/N.C=CO
E_LUMO   0.90 eV
Frontier orbital gap   0.3641 Eh
E_HOMO   -9.01 eV
Molecular weight   88.1 Da

Geometry (Å):
H (3.648535, -0.140745, -0.954870)
N (-2.667252, 1.092970, 0.166413)
H (0.780015, -1.226262, -0.377791)
H (-2.131137, 1.979598, 1.932058)
C (-1.929889, 1.066913, 1.362485)
O (1.779538, -1.838235, -2.083507)
H (0.936886, -1.860525, -2.535006)
H (-2.358724, 0.374258, -0.468811)
N (-0.947793, 0.296252, 1.460821)
H (-3.663573, 1.212889, 0.265192)
C (2.687090, -0.364254, -0.496833)
C (1.667376, -1.067139, -0.950541)
H (2.557002, 0.256348, 0.404159)
H (-0.358077, 0.217932, 2.276231)

Forces on the atoms, in the same order (eV/Å):
H -0.345 -0.616 -0.453
N 0.434 -0.013 0.772
H -0.649 0.278 0.255
H -0.298 -0.469 0.773
C 0.217 1.272 -1.275
O 0.225 0.188 -0.053
H -0.277 -0.140 -0.046
H -0.308 -0.224 -0.050
N 0.167 -1.530 -0.302
H 0.068 0.042 -0.137
C 0.232 1.588 0.949
C 1.013 -0.586 -0.355
H -0.220 -0.683 -0.276
H -0.258 0.893 0.198

Here are the natural (NBO) charges for atoms 1 to 2, given in e: number 1, H, carries 0.21; number 2, N, carries -0.83

=====

> Number 1 is which compound?

C23H28N6O2